ORCA calculation (the ωB97M-V functional and the def2-TZVPD basis) on C3H3NOS in the gas phase in a non-equilibrium geometry.

Atoms and positions in Å:
C1 -0.5274 0.2713 1.3010
C2 -0.2277 0.3772 0.0593
C3 0.5071 0.2985 -1.0686
S1 2.1039 1.3729 -1.0094
N1 2.2048 2.4121 0.0288
O1 2.8653 1.6105 -2.1938
H1 0.1036 -0.2976 1.9337
H2 -1.2713 0.8696 1.8471
H3 0.0039 -0.2364 -1.8521

Forces on the atoms, in the same order (eV/Å):
-1.27 1.42 1.16
2.91 -0.26 -2.19
-1.18 1.06 2.35
-1.14 3.17 1.68
-0.99 -1.97 0.61
0.02 -2.06 -2.32
0.35 -1.06 0.34
0.26 -0.17 -0.61
1.02 -0.13 -1.02

## Properties
SMILES: C=C=CS(#N)=O
Energy, eV: -17526.18171
HOMO level, Eh: -0.367
Molar mass, Da: 101.13
Gap between HOMO and LUMO, eV: 8.4
LUMO, Eh: -0.0572